Record 1
The following is a DFT calculation (ωB97M-V with the def2-TZVPD basis set) of a molecular structure, C16H24F5N2O3PV.

* multiplicity: 3
* total charge: +1
* energy above the lowest of the compared OMol25 structures with the same formula, charge and spin: 0.97 kcal/mol
* HOMO energy (spin up / spin down): -9.76 / -9.85 eV
* frontier orbital gap (spin up / spin down): 6.67 / 6.77 eV
* E_tot: -2743.64417 hartree

```
52
C16H24F5N2O3PV (ωB97M-V with the def2-TZVPD basis set)
O -1.78676 -3.47183 -1.79837
C -3.15099 -0.79885 -1.30146
H 0.90148 1.79894 1.91561
N -0.02080 0.19222 4.59667
H 0.17365 -2.71358 -3.50148
H 0.57549 2.16435 4.23476
N -0.03593 -0.04879 2.08348
C 4.75331 0.17090 -1.43050
C -1.40700 0.47566 4.08256
H -1.52715 -5.13807 -0.56258
C 2.98993 -0.57771 -0.02918
F 2.66792 -1.38629 1.04950
H -3.43540 -1.56187 -2.02200
F 1.64230 1.58967 -2.50602
F 5.21639 -1.31627 0.33741
H -1.42548 1.49420 2.13474
H -0.25716 2.55263 -0.57424
H -2.45667 -5.37905 -2.05931
C 4.33624 -0.59314 -0.35486
C 0.95754 1.17215 3.99967
H -1.88680 1.81282 -0.43095
C 0.59225 -1.88222 -2.94045
C 2.47793 0.86672 -1.73061
V -0.06607 -0.08444 -0.19220
H 1.41543 -1.33006 4.54749
C -1.33236 0.49111 2.54624
O -0.40530 -1.42258 -1.98712
H -2.13012 -0.11530 2.11854
C 0.37921 -1.21304 4.23461
C 1.99569 0.13482 -0.65868
C 1.03665 0.88480 2.49136
H 1.99191 0.44097 2.22168
C -0.80295 1.62298 -0.39167
H -2.70542 0.06188 -1.79332
H -0.01421 0.29043 5.60961
F 6.02865 0.19151 -1.79092
H 1.05538 -1.82713 2.26845
H -0.68945 -1.98610 2.49798
H -4.00638 -0.50013 -0.70332
H -3.20451 -4.51931 -0.69336
C -2.27465 -4.70586 -1.22774
H 1.90502 1.01945 4.51337
H -2.05341 -0.30256 4.48511
F 4.18980 1.63344 -3.17394
C 3.80817 0.90604 -2.12705
P -1.03943 -2.42934 -0.84763
C 0.18027 -1.36779 2.71930
O -2.17721 -1.35958 -0.36656
H -0.25174 -1.88121 4.81797
H 0.78782 -1.03331 -3.58783
H 1.49839 -2.16691 -2.40744
H -1.70367 1.43824 4.49537
```

=====

Record 2
The following is a DFT calculation (ωB97M-V with the def2-TZVPD basis set) of a molecular structure, C16H24F5N4STe4Y at a distorted geometry.

* multiplicity: 1
* energy above the lowest of the compared OMol25 structures with the same formula, charge and spin: 2.94 kcal/mol
* HOMO energy: -7.08 eV
* frontier orbital gap: 6.75 eV
* E_tot: -2851.17972 hartree

```
55
C16H24F5N4STe4Y (ωB97M-V with the def2-TZVPD basis set)
F 7.37146 0.00808 0.01604
H 1.91887 -3.21289 -1.52080
Te -0.03395 2.76982 2.26823
H 2.30904 -3.36303 0.65456
C -1.66850 -1.85043 -2.43653
F 5.53998 0.75918 -1.78668
C -2.09625 -1.07004 2.14598
H -1.37279 -2.86725 -2.71223
C -3.13916 -0.51850 -0.87063
C 5.74703 -0.08876 1.70870
C -2.41292 -1.84712 -1.11100
H -2.78369 0.94642 2.10855
C 4.42609 0.06228 2.08974
H -2.24715 -2.02251 1.63494
C 0.76598 -1.73842 -2.56126
Te -2.22343 3.80371 1.02394
H -0.59662 0.17167 2.61678
H -0.22690 -3.19163 1.28121
H -4.18330 -0.70127 -0.59200
H -2.33731 -1.49698 -3.22556
H 2.22152 -1.12365 -0.48259
H 0.91979 -3.67624 2.50897
N -2.51070 0.34423 0.14140
H -3.98949 -0.21734 1.55477
H -3.15083 0.05675 -1.79923
C 0.61470 -2.83458 1.88332
F 6.66647 -0.47054 2.59545
C -2.92471 0.03787 1.51794
H -0.53861 -0.31785 -3.14919
H 0.70021 -2.41907 -3.41966
H 2.50580 -1.88921 1.58099
C 3.80185 0.71417 -0.18768
N -0.47550 -0.97993 -2.38633
Te -1.07412 4.61336 -1.27712
C 5.14567 0.54438 -0.53244
H -1.67973 -2.01206 -0.31849
H -2.82775 1.29616 -0.04763
C 3.49961 0.45592 1.14608
C 0.16797 -1.69329 2.78797
N 1.40212 -1.65225 -0.18562
N -0.67798 -0.70805 2.10470
Te -0.77419 2.27512 -2.60803
C 1.07993 -2.53591 -1.31328
C 1.78688 -2.45715 0.98750
F 4.04894 -0.18251 3.34799
H 1.57630 -1.03162 -2.75192
F 2.20957 0.59182 1.56347
C 6.10090 0.15605 0.38950
H -2.43391 -1.21388 3.18099
H 0.23155 -3.16778 -1.03548
Y 0.05763 0.92958 -0.10675
S 2.59923 1.22733 -1.34444
H -3.12064 -2.67800 -1.07785
H -0.35925 -2.09215 3.66403
H 1.05190 -1.17251 3.16359
```

=====

Record 3
The following is a DFT calculation (ωB97M-V with the def2-TZVPD basis set) of a molecular structure, C16H24F6NO7PS3Ti.

* multiplicity: 2
* total charge: -1
* energy above the lowest of the compared OMol25 structures with the same formula, charge and spin: 50.93 kcal/mol
* HOMO energy (spin up / spin down): -3.55 / -3.55 eV
* frontier orbital gap (spin up / spin down): 4.88 / 4.71 eV
* E_tot: -4190.14390 hartree

```
59
C16H24F6NO7PS3Ti (ωB97M-V with the def2-TZVPD basis set)
H -0.50367 1.41106 3.59899
F -0.61467 2.49859 -4.02284
O 3.09752 2.29992 1.95399
C -1.89558 -2.60902 -0.93622
C -2.64870 -1.05533 0.99882
H -4.09976 0.38989 0.29097
H 3.47725 -0.11480 1.29708
H -0.13998 -4.16436 1.60900
H 3.85235 2.94537 3.77703
C 0.32849 -3.27133 1.18082
P 1.55168 1.91848 2.13214
F 5.82942 -3.13512 -0.07956
C -3.98266 -0.68860 0.45834
O -0.49397 -0.16784 -4.25263
H 4.25704 1.26710 3.35169
H 1.26342 -3.10577 1.71522
C 4.55840 -2.54797 -0.16578
H -2.55536 -3.47108 -0.78888
H -4.77893 -0.97061 1.15343
S 0.17833 0.16056 -3.03651
H 0.62586 -3.49218 0.15846
H -3.93591 -0.50389 3.52472
H -2.45070 0.03302 4.29576
H -2.32905 -1.97718 -1.70996
C 2.73327 -0.52906 1.97228
C -0.94467 -1.42330 2.47848
C -0.62764 -2.11396 1.26932
H 0.28865 1.09556 5.14673
C 4.11211 2.27291 2.96155
O 1.48617 2.04303 3.76786
C -2.18526 -0.77973 2.31630
O -0.61755 -0.15297 -1.81424
H -0.09994 -2.63572 4.01814
O 1.63219 0.91007 -0.71418
F 3.93143 -3.39363 -1.09207
S 2.33091 -0.31145 -1.41806
O 1.50366 0.27261 1.91506
H 0.83168 -1.18829 3.69280
F 3.97106 -3.05772 1.06642
C -2.96663 -0.03086 3.33803
S -2.51245 2.32441 0.82308
F -0.34717 2.53660 -1.88851
C 0.19665 1.81575 4.33541
C 0.15466 2.04738 -3.02479
N 1.62174 -0.30266 -2.91280
H -4.17683 -1.18431 -0.49234
H 2.50376 -1.53138 1.64167
H -0.20260 2.75374 4.72463
C -0.18487 -1.57681 3.75710
H 5.02790 2.60238 2.47741
O 1.57351 -1.39234 -0.63837
Ti 0.10900 -0.19391 0.15187
H -0.68344 -1.07677 4.58667
F 1.37765 2.54316 -3.20156
C -1.69612 -1.87790 0.35774
H -0.94972 -2.98263 -1.32607
H 3.09114 -0.53289 3.00129
H -3.19550 0.99434 3.01987
C -1.43917 1.23256 0.76728
```

=====

Record 4
The following is a DFT calculation (ωB97M-V with the def2-TZVPD basis set) of a molecular structure, C16H24F6O12V at a distorted geometry.

* multiplicity: 1
* total charge: -1
* HOMO energy: -5.54 eV
* frontier orbital gap: 7.96 eV
* E_tot: -3070.24094 hartree

```
59
C16H24F6O12V (ωB97M-V with the def2-TZVPD basis set)
H 0.80446 1.63822 -1.08756
C -0.10716 -5.55415 -2.29589
H -4.81089 3.16006 1.68356
C -1.24314 5.04052 -1.68385
H 1.64323 4.15756 -1.54352
H 3.08871 -1.51747 5.26184
O 2.95646 -1.34910 2.35039
C 0.85205 4.59248 -0.93401
H -4.47951 1.81125 0.72707
O -0.43596 -0.04537 2.20423
F 4.18984 -0.19973 -0.82852
H -1.73792 -0.78074 -3.11245
C 3.50712 -0.75112 4.61012
C -2.98352 2.18812 2.27243
O 0.06178 5.35483 -1.83033
H -2.20543 -3.75953 -3.65327
H 4.37412 -0.37942 5.17231
H -2.68304 -2.00814 -2.14561
H 3.99711 -2.10306 0.76233
H 4.45054 -2.28471 3.36900
H -3.94604 1.21232 4.16636
C 4.03000 -1.28017 3.26693
O 1.58889 -3.63110 -2.27714
H 4.72654 -0.52129 2.90591
C 0.45823 -4.15264 -2.79638
H -3.42093 3.19005 0.46221
O -2.10956 5.69169 -2.19711
O -0.48623 -3.12562 -2.64776
H 2.89456 0.14885 4.58404
C -0.15818 3.47657 -0.48749
H -0.96274 1.60248 -0.65681
O -2.48097 0.09377 3.18128
O -1.40394 4.11704 -0.74387
O 1.27058 -0.57341 -2.47927
C -3.54201 1.04049 3.17191
C -1.50150 0.47421 2.33609
H -1.03210 -2.65703 -4.56776
O -1.89241 1.51538 1.61409
F 2.51910 0.72490 0.07642
V 0.73311 -1.54015 -1.38441
H -3.18391 -1.59573 -3.77555
C 3.19560 -1.37140 0.93401
H -4.31921 0.54202 2.58254
F 0.61017 -6.00234 -1.25816
H -0.37882 2.18417 -2.25090
F -1.37512 -5.46020 -1.90537
C -1.50720 -2.92317 -3.62103
C 3.60905 0.00130 0.38648
H -0.06120 3.31003 0.58546
C -2.31375 -1.70098 -3.12289
H 0.71279 -4.24980 -3.86540
H -2.62383 3.04745 2.84013
H 1.20209 5.15154 -0.06723
O -0.54513 -1.00880 -0.62351
O 2.03088 -1.94470 0.48708
C -0.16558 2.12152 -1.18229
F 4.51227 0.68473 1.11256
C -3.96832 2.63872 1.22498
F 0.04597 -6.44121 -3.30641
```

=====

Record 5
The following is a DFT calculation (ωB97M-V with the def2-TZVPD basis set) of a single C16H24N2O molecule.

* multiplicity: 1
* energy above the lowest of the compared OMol25 structures with the same formula, charge and spin: 9.36 kcal/mol
* HOMO energy: -8.37 eV
* frontier orbital gap: 9.16 eV
* SMILES: Cc1ccccc1NC(=O)CCN1CCCCCC1
* E_tot: -808.85375 hartree

```
43
C16H24N2O (ωB97M-V with the def2-TZVPD basis set)
H 1.27119 -0.47260 -1.79297
H 3.29710 -1.22320 1.63499
H 0.89013 0.51500 2.24513
C 1.84432 0.38016 1.72425
C -1.62767 -1.40553 -1.76030
C -2.53424 -0.86761 -0.69326
C 0.50246 2.80832 -0.72303
O -1.85191 3.17605 -0.38599
C -4.55482 -1.05033 0.61670
C 2.69940 0.54053 -0.56307
H -0.73705 -1.85941 -1.32580
C 2.21910 -1.10249 1.75748
H 3.65217 0.33392 -0.05862
H 0.49262 -1.56202 0.55812
C 1.41409 2.35511 0.42387
H 1.82162 -2.75784 -1.26423
H -1.31448 -0.60716 -2.43144
C 1.50334 -1.94565 0.70224
H 2.35690 2.92489 0.39124
H 1.96920 -1.47249 2.75381
H -0.20019 0.50957 -0.40696
N -1.06949 1.03670 -0.37961
H 1.41733 -2.97027 1.07161
C -2.25257 0.34565 -0.05517
H -4.96020 0.57011 1.95677
H 2.87189 1.37604 -1.24707
H 3.29299 -2.28925 -0.42181
H 2.61324 0.94504 2.28106
N 1.65943 0.91969 0.38482
H -3.90892 -2.49253 -0.82125
C -0.93972 2.38329 -0.47161
C -3.13313 0.85728 0.89032
C -3.68520 -1.55326 -0.33509
H 0.92043 2.59784 1.36830
C 2.26186 -1.98847 -0.62442
H -5.44715 -1.60048 0.87586
C 2.26823 -0.66998 -1.39473
H 0.84623 2.38702 -1.66923
H 0.52109 3.89564 -0.79883
H 2.94723 -0.76921 -2.24494
H -2.91419 1.80565 1.35344
H -2.14069 -2.16724 -2.34225
C -4.28196 0.16353 1.22168
```

=====

Record 6
The following is a DFT calculation (ωB97M-V with the def2-TZVPD basis set) of a single C16H24N2O molecule at a distorted geometry.

* multiplicity: 1
* energy above the lowest of the compared OMol25 structures with the same formula, charge and spin: 28.61 kcal/mol
* HOMO energy: -8.85 eV
* frontier orbital gap: 9.56 eV
* SMILES: CCCCCCC(=O)N/N=C(\C)Cc1ccccc1
* E_tot: -808.82308 hartree

```
43
C16H24N2O (ωB97M-V with the def2-TZVPD basis set)
C -1.03422 -0.18589 -1.02236
C 2.05567 -0.41716 1.88537
H 4.44371 1.59950 0.58998
H -1.36425 1.43843 -3.21721
H 0.83412 -1.59872 3.17855
H -0.89435 0.90092 -5.59861
C -2.31508 -1.01880 -0.98187
H 0.64331 0.26761 -2.27331
N -2.10659 0.53470 1.95940
C 0.02154 1.73304 3.43408
C 1.16729 -0.56443 3.09683
C -0.31715 0.43430 -4.80371
H 2.58612 -1.83118 -1.14282
H -0.34941 -0.55022 -0.25362
O -4.06686 0.76623 0.92208
H 0.95486 1.91620 3.95623
H 0.60856 0.99231 -4.67849
H -0.80159 1.90919 4.12866
H -2.06309 -1.78523 1.02862
H -2.24984 1.46495 2.35154
H 3.08566 1.31457 2.61404
H -2.12915 -1.99340 -1.43875
C 1.92812 -1.29788 0.81916
C -3.08351 0.08431 1.11487
H 1.22609 -2.11583 0.88856
N -0.99501 -0.17227 2.24409
C 3.59875 -0.09385 -0.40992
H -3.10181 -0.52040 -1.54974
C -0.32020 -0.23975 -2.37194
H 1.70381 -0.28258 4.00311
H -0.11703 -1.28184 -2.63068
H 4.19624 0.03312 -1.30051
H -0.06518 2.44930 2.61555
C -1.11045 0.41508 -3.50262
H -3.74459 -1.80711 0.42573
C 3.73626 0.78529 0.65028
C 2.69518 -1.13891 -0.32119
H -2.04392 -0.12728 -3.66040
C -2.81151 -1.24293 0.45343
C 2.96819 0.62488 1.79029
H -1.27097 0.85415 -0.78554
C -0.03196 0.32611 2.90447
H -0.06579 -0.57853 -5.11163
```

=====

Record 7
The following is a DFT calculation (ωB97M-V with the def2-TZVPD basis set) of a single C16H24N2O3 molecule.

* multiplicity: 1
* energy above the lowest of the compared OMol25 structures with the same formula, charge and spin: 9.76 kcal/mol
* HOMO energy: -8.00 eV
* frontier orbital gap: 8.69 eV
* SMILES: CCOC(=O)c1c(C)[nH]c(C(=O)[C@@H](C)N2CCCC2)c1C
* E_tot: -959.33996 hartree

```
45
C16H24N2O3 (ωB97M-V with the def2-TZVPD basis set)
H 1.35570 5.82451 -0.01467
H -2.77820 -3.50369 -0.75496
H 0.52886 -0.70363 -2.30110
O -0.82421 -2.23946 -1.22461
H -2.86641 0.22036 0.52217
H 1.83044 2.51153 -3.00945
C 1.10756 1.68028 -0.26587
C -1.81966 -1.63676 0.89903
H -0.68663 -5.99050 1.26197
H 2.03124 0.81625 -3.49595
C -2.97860 -3.75761 0.29243
H -3.58792 -1.18148 -0.26750
C -0.96248 -3.83603 1.55402
C 1.70010 2.93056 0.20333
C 1.31434 1.09117 -1.51872
C 2.13615 1.52233 -2.67489
H 3.18445 1.58828 -2.39002
H -4.02847 -3.54786 0.51568
H -0.01965 -3.32547 1.33259
H 3.42821 4.67725 0.68908
H -0.61338 -5.01462 -0.21860
H -3.78114 -0.96118 1.47625
H -0.99054 -4.04481 2.63177
C -2.61453 -5.21582 0.54784
H 0.19815 2.03219 2.21174
C -1.10581 -5.12732 0.74802
O 1.50230 3.45076 1.27816
H 1.92827 5.88937 -1.68873
H -1.32179 -1.22738 1.78344
C -0.23388 1.10082 1.85967
H 2.76413 6.81087 -0.42821
C 2.23840 5.88571 -0.64628
C 3.15318 4.70017 -0.37077
N 0.59574 -0.03351 -1.54771
H 0.09055 0.29618 2.51932
C -3.09973 -0.83478 0.63948
C -0.89553 -1.43669 -0.30453
H -3.09418 -5.56730 1.46216
C 0.21645 0.84677 0.46478
C -0.09336 -0.22385 -0.36796
H -2.90021 -5.86561 -0.27708
H 4.05332 4.74604 -0.98804
H -1.31797 1.17302 1.91870
N -2.12504 -3.01425 1.21576
O 2.53050 3.46570 -0.71527
```

=====

Record 8
The following is a DFT calculation (ωB97M-V with the def2-TZVPD basis set) of a molecular structure, C16H24N4O8P2Re at a distorted geometry.

* multiplicity: 4
* total charge: +2
* energy above the lowest of the compared OMol25 structures with the same formula, charge and spin: 7.96 kcal/mol
* HOMO energy (spin up / spin down): -13.89 / -13.88 eV
* frontier orbital gap (spin up / spin down): 7.66 / 6.19 eV
* E_tot: -2205.74500 hartree

```
55
C16H24N4O8P2Re (ωB97M-V with the def2-TZVPD basis set)
H 2.22037 4.66279 2.32088
O 2.13371 2.35060 -1.08483
H 2.03178 5.26083 -0.13916
C -1.30951 -3.45103 2.00096
H -3.19112 -0.93200 -4.29396
Re -0.47236 0.49993 0.13995
C 1.01032 -3.10601 2.39749
C -0.46408 -2.40192 -5.70951
C 0.92825 3.75787 0.84886
P -0.76587 3.07683 0.57569
H 0.24354 -0.10582 3.11421
P 1.98820 2.27918 0.38028
O -0.69370 2.41031 -0.79210
C -1.76460 -1.93562 -5.55807
H 1.49473 -2.60980 -4.79017
H 1.77192 -1.17171 1.67262
C 1.02471 -1.90893 1.39598
N -0.31481 -1.23871 1.43498
C 0.84737 -1.34759 -2.29204
H 0.90959 3.70311 2.99689
H -1.61163 -2.13904 4.20470
H -1.50586 -0.22111 2.87041
H 1.33768 4.12719 -1.14095
H 1.75824 -2.96672 3.17645
H -0.17646 -2.89515 -6.62789
H -1.04920 -4.34639 1.43901
O 3.31491 2.52332 1.20137
O -2.15050 -0.01256 -1.31722
H -1.21127 -2.51900 0.01225
H 0.39934 5.36943 -0.43056
C -0.61798 -2.02749 3.77333
C -0.56749 -0.77695 2.83492
H 4.11849 2.18062 0.77023
H 0.55356 5.29099 2.32693
O -1.17072 2.00006 1.56143
H -2.60139 4.29075 0.62627
O -1.63089 4.38945 0.61038
C -1.37835 -2.21293 1.04337
N -0.30144 -3.20964 3.00455
H 1.23096 -2.23021 0.37683
H -2.47570 -2.07629 -6.36071
H 1.23764 -4.03328 1.87407
H 0.09491 -1.91841 4.58919
C -2.17672 -1.29446 -4.39342
H -2.27487 -3.61046 2.47858
C 0.48028 -2.24705 -4.69135
O 1.96449 -1.64311 -1.98894
N -0.07584 -0.67937 -1.44436
C -1.24200 -1.13848 -3.38673
H -2.34894 -1.71707 1.11052
O 1.31712 1.00939 0.96738
C -1.29029 -0.56097 -2.05251
C 0.07369 -1.61689 -3.54128
N 1.17811 4.72007 -0.29482
C 1.16968 4.39947 2.19961
```